102
Properties=species:S:1:pos:R:3:mulliken_charge:R:1 method="wB97M-V/def2-TZVPD" charge=0 homo_lumo_gap_ha="0.233 / 0.279" lumo_energy_ev="-0.84 / -0.84" fmax_ev_per_a=0.5 spin_multiplicity=4 relative_energy_kj_mol=0.0
I -2.4401 6.5263 -6.7205 0.060
Sb -2.4912 0.1691 2.5066 0.742
V -0.8118 -0.0847 -0.6861 0.636
Cl 2.5877 0.9357 -4.5665 -0.087
Cl 3.6816 -1.5653 -3.5608 -0.111
Cl 4.4058 0.9493 -2.3002 -0.096
S 6.7341 -3.7880 4.1387 1.243
O 6.5138 -4.8309 5.1031 -0.698
O 4.2807 -0.2710 5.5383 -0.684
O -0.9144 1.6664 -1.8907 0.316
O 2.3811 0.7441 5.3594 -0.653
O -2.2247 2.9900 -0.6322 -0.723
O 7.8347 -2.8708 4.2913 -0.657
N -3.0969 0.1188 -0.5207 0.609
N 3.2964 0.0873 4.9066 1.113
N 1.0888 -0.1859 -1.5138 0.595
N -0.5164 -1.6992 0.9878 0.816
N -2.5483 -5.8332 -5.4061 -0.595
N 2.4788 -0.5644 1.4587 0.062
N 4.1860 -0.9538 2.8277 0.299
N -0.2472 1.6133 0.9929 1.182
C 0.5887 3.7786 1.5834 -0.982
C -1.9524 -3.8608 -3.8422 0.451
C -3.9240 0.2089 -1.5778 1.013
C 2.1829 -0.0298 2.6696 -0.633
C 1.9833 -0.0792 -2.2211 -0.693
C -3.6432 0.1168 0.7076 -0.331
C -2.1755 -2.7143 -1.7421 -0.329
C -5.8655 0.2528 -0.1520 -0.700
C 0.3289 -2.7473 0.9228 0.573
C -1.2226 2.8667 2.7972 -0.761
C -2.7968 5.5769 -3.8694 -0.673
C 3.2150 -0.2652 3.5303 -0.325
C -2.2858 -4.9547 -4.7108 -0.207
C 1.6800 2.5049 -0.2469 -0.222
C -1.3788 4.1395 -5.1946 -0.829
C 5.4537 -1.5079 3.2906 -1.359
C -2.6156 4.7383 -2.7799 -0.349
C -3.4098 0.2333 -2.9863 -1.165
C -1.6543 2.6973 -1.6810 -0.177
C 0.8891 -3.1979 -0.3903 -1.424
C -2.5180 -3.7722 -2.5704 -0.586
C 3.6791 -1.1027 1.5783 0.756
C 8.1295 -5.3924 2.4697 -1.399
C 4.3803 -1.8263 0.4823 -1.047
C -0.3487 3.9180 2.5812 -0.976
C 0.6238 2.6217 0.8069 0.415
C -1.2086 3.3094 -4.0960 0.019
C 0.6898 -3.4683 2.0617 -0.650
C 0.1814 -3.1269 3.2942 -0.774
C 3.1130 0.0567 -3.1251 0.576
C -1.1391 1.7463 1.9866 -0.109
C -0.7219 -2.0783 3.3527 -0.850
C -1.0533 -1.4003 2.1880 -0.610
C 5.2419 -2.8178 4.0451 -0.443
C -1.0584 -2.8759 -4.2604 -0.851
C -1.2723 -1.7033 -2.1130 1.674
C -2.1740 5.2689 -5.0700 -0.028
C -1.8226 3.6024 -2.8841 0.132
C -5.3095 0.2800 -1.4078 -0.977
C 6.8647 -4.5466 2.5287 -0.251
C -0.7395 -1.8322 -3.4052 -0.149
C -5.0077 0.1728 0.9345 -0.852
H -5.3923 0.1664 1.9462 0.486
H -2.3677 0.5238 -3.0363 -0.456
H -1.1754 -1.7916 4.2929 0.472
H 1.2621 0.4873 2.8758 0.765
H 5.9636 -5.1462 2.3920 0.393
H 8.2193 -5.8511 1.4862 0.399
H 4.4699 -3.4398 3.5876 0.301
H 2.2726 1.6065 -0.0717 -0.439
H 0.1395 -3.7690 -0.9397 0.325
H 0.4619 -3.6717 4.1873 0.447
H -2.6373 -2.6814 -0.7571 0.138
H 4.5778 -2.8668 0.7512 0.165
H -3.2179 -4.5329 -2.2451 0.467
H -6.9380 0.3028 -0.0138 0.408
H 9.0107 -4.7780 2.6477 0.359
H -0.6001 2.4176 -4.1687 0.364
H 8.0973 -6.1816 3.2190 0.362
H 1.2209 2.4384 -1.2316 -0.220
H 5.3294 -1.3556 0.2192 0.485
H -0.3917 4.8137 3.1872 0.446
H -0.0545 -1.0760 -3.7843 0.268
H 1.1645 -2.3614 -1.0202 -0.214
H -4.0095 0.9321 -3.5716 0.600
H 6.8831 -3.7405 1.7930 0.238
H -3.5116 -0.7585 -3.4318 0.256
H 6.0748 -1.6567 2.4096 0.674
H -1.9587 2.9083 3.5893 0.506
H 4.9657 -2.6338 5.0834 0.435
H 1.3049 4.5632 1.3811 0.479
H 5.9554 -0.7887 3.9276 0.239
H -0.9017 3.9084 -6.1374 0.391
H -5.9312 0.3561 -2.2899 0.528
H 1.3725 -4.3014 1.9544 0.534
H 3.7330 -1.8168 -0.3927 -0.257
H 2.3378 3.3724 -0.2153 0.510
H -3.0872 4.9492 -1.8291 0.492
H -3.4160 6.4596 -3.7855 0.388
H 1.7576 -3.8362 -0.2250 0.550
H -0.6278 -2.9366 -5.2533 0.452

---

88
Properties=species:S:1:pos:R:3:mulliken_charge:R:1 method="wB97M-V/def2-TZVPD" charge=-1 homo_lumo_gap_ha=0.228 lumo_energy_ev=2.48 fmax_ev_per_a=0.9 relative_energy_kj_mol=124.5
In -0.2812 0.4314 -1.1340 0.381
S -1.5668 0.0483 -3.3327 -0.443
S 1.5220 1.1748 -2.6596 -0.205
P 2.0548 -1.3193 0.6932 0.360
O -2.8293 1.4888 -0.6353 -0.218
N 0.5614 1.0872 2.6783 0.407
N -0.1756 2.3423 -0.0199 0.294
C 1.0917 0.2344 -4.0923 0.644
C -1.4801 -2.4493 -0.9659 -0.365
C -0.4422 -4.4785 -0.1935 -0.706
C -0.1313 4.3157 1.0696 -0.572
C 3.9282 -2.2761 -2.8796 -0.637
C -5.3615 3.8350 -1.7134 -0.517
C -0.4626 -0.9794 -5.6181 -1.633
C -1.5027 -3.8281 -0.8119 -0.887
C -3.8298 2.1666 -0.6205 0.825
C 0.6366 -2.3423 0.1470 0.293
C 0.0488 2.9426 1.1843 -0.029
C 4.1753 -0.4297 -0.8338 -0.426
C 2.2365 -2.7644 3.0569 -0.078
C 2.2533 -0.0158 -5.0383 -2.011
C -0.5113 4.5768 -0.2602 -1.514
C 4.1068 -4.0702 3.8164 -0.477
C 5.0420 -0.3807 -1.9145 -0.573
C -1.4501 -0.1770 4.1677 -0.184
C -0.5191 3.3379 -0.8805 -0.195
C -4.7213 2.1401 0.6038 -1.686
C 4.1780 -2.9771 1.6707 -0.376
C 3.0725 -2.3326 -1.7879 -0.102
C -4.8349 4.7664 -3.8632 -0.362
C -4.1989 3.0668 -1.7541 0.527
C 4.9151 -1.3024 -2.9440 -0.545
C 0.4453 2.3291 2.4278 -0.319
C -1.1652 -0.6746 6.8821 -0.546
C 2.9007 -2.4616 1.8647 -0.051
C -3.6777 4.0006 -3.9103 -0.962
C -0.1505 -0.1952 -4.3658 0.894
C 0.6264 -3.7329 0.2773 0.096
C 4.7777 -3.7738 2.6412 -0.734
C 3.1872 -1.4092 -0.7528 0.277
C -5.6788 4.6824 -2.7635 -0.708
C 2.8271 -3.5648 4.0204 -0.852
C 0.9097 0.7482 4.0329 -1.465
C -2.5018 -0.7258 4.8928 -0.654
C -0.2494 0.1342 4.7951 0.671
C -0.1182 -0.1274 6.1571 -0.483
C -2.3674 -0.9718 6.2512 -0.386
C -3.3588 3.1547 -2.8593 0.356
C -0.4354 -1.6712 -0.4625 -0.025
H -1.5446 0.0097 3.1059 0.523
H 5.7730 -4.1668 2.4720 0.402
H -3.0149 4.0563 -4.7640 0.429
H 0.3161 -0.8845 -6.3739 0.400
H 2.2944 -3.0855 -1.7535 0.313
H 4.2418 0.3170 -0.0502 0.351
H -0.5886 -2.0414 -5.3843 0.246
H -2.3023 -1.9691 -1.4812 0.406
H -1.0457 -0.8684 7.9413 0.371
H -6.0282 3.7792 -0.8641 0.368
H -0.4360 -5.5581 -0.0998 0.388
H 5.5692 -1.2484 -3.8058 0.343
H 5.7936 0.3968 -1.9699 0.353
H -2.3459 -4.3966 -1.1876 0.378
H -6.5804 5.2802 -2.7209 0.378
H -0.0101 5.0248 1.8761 0.428
H -4.3053 1.4332 1.3156 0.274
H 3.8132 -2.9858 -3.6901 0.368
H -0.7355 5.5272 -0.7173 0.466
H 2.2931 -3.7885 4.9358 0.428
H 1.2817 1.6179 4.5983 0.448
H 1.4754 -4.2369 0.7262 0.446
H 2.1291 0.5269 -5.9805 0.452
H -5.0841 5.4280 -4.6839 0.375
H -3.4321 -0.9606 4.3902 0.394
H 4.5761 -4.6886 4.5715 0.359
H 3.1846 0.3157 -4.5831 0.376
H -5.7400 1.8463 0.3439 0.430
H 4.7096 -2.7577 0.7531 0.379
H -4.7608 3.1317 1.0590 0.400
H 0.6356 3.0752 3.2163 0.184
H 1.7200 0.0142 4.0093 0.294
H 2.3611 -1.0768 -5.2769 0.316
H -3.1920 -1.3879 6.8166 0.357
H -0.7021 3.1283 -1.9247 0.602
H -2.4739 2.5269 -2.9090 0.073
H 0.8218 0.0956 6.6516 0.370
H 1.2429 -2.3657 3.2255 0.680
H -1.4050 -0.6368 -6.0506 0.352

---

Look up the charge of the first one.
0

---

Which of these has the lowest charge?
C42H39InN2OPS2